No. 1
34
Properties=species:S:1:pos:R:3 method="wB97M-V/def2-TZVPD" de_lowest_ev=11.020 smiles="CC(C)C(=O)NCCCc1ccccc1" spin_multiplicity=1 homo_lumo_gap_ev=8.96 total_charge=0 e_lumo_ev=0.441
C -1.96996 -1.91105 3.30567
H -2.47137 -2.87334 3.15462
H -2.49067 -1.56495 4.24949
H -0.92741 -1.84907 3.34665
C -2.49529 -0.68413 2.37377
C -3.89049 -0.78488 2.24799
H -4.17595 -0.61694 3.25981
H -4.38369 0.08228 1.45471
H -4.40181 -1.64511 1.83593
C -1.97709 -1.35095 0.91500
O -2.54221 -2.24497 0.00767
N -0.78818 -0.68790 0.33263
H -0.37417 0.06334 1.18535
C -0.16924 -1.21145 -0.84527
C -0.54410 -0.07505 -1.91068
H -1.44098 -0.33626 -2.10671
H 0.08548 -0.55217 -2.65065
C -0.04520 1.22069 -1.57806
C 1.16248 1.40689 -1.29861
C 2.37062 1.09972 -2.24660
C 3.64013 1.41190 -1.87598
C 4.14583 1.53719 -0.69812
C 3.02306 1.80076 0.28161
C 1.81154 1.62294 -0.02224
H 0.76267 2.12996 0.63392
H 3.23115 2.10899 1.41044
H 5.11370 1.76954 -0.13023
H 4.29952 1.11571 -2.73857
H 2.15832 0.89038 -3.20505
H -0.32949 1.79782 -2.44695
H -0.83626 1.64646 -0.89624
H 0.91758 -1.02619 -0.60976
H -0.50191 -2.19816 -1.05684
H -2.00414 0.20798 2.50781

No. 2
8
Properties=species:S:1:pos:R:3 method="wB97M-V/def2-TZVPD" de_lowest_ev=1.149 spin_multiplicity=2 homo_lumo_gap_ev="6.27 / 8.60" total_charge=+1 e_lumo_ev="-8.188 / -8.025"
C 0.33577 0.42769 0.40643
C -0.54078 0.33425 -0.74645
H -0.03370 1.09874 1.19733
F 1.58766 0.93914 0.01903
H -1.62225 0.36975 -0.60732
H -0.10362 0.17315 -1.73615
O 0.57606 -0.96281 1.11711
Hg -0.19914 -2.37992 0.35001

No. 3
65
Properties=species:S:1:pos:R:3 method="wB97M-V/def2-TZVPD" de_lowest_ev=0.345 spin_multiplicity=1 homo_lumo_gap_ev=5.76 total_charge=+4 e_lumo_ev=-14.436
Ti -0.81390 -0.52249 0.34736
C -2.88682 -0.27659 -3.35953
O -3.62648 -1.19911 -2.45972
C -3.13090 -1.09340 -1.29503
N -2.14201 -0.23577 -1.12171
C -1.73572 0.25150 -2.45860
C -0.36298 -0.31641 -2.74357
C 0.14456 -1.39447 -1.99990
C 1.38139 -1.96461 -2.32030
C 2.12572 -1.44857 -3.36435
C 1.63635 -0.36409 -4.08943
C 0.40241 0.20180 -3.77513
C -3.51990 -1.89171 -0.12184
C -4.64462 -2.65817 0.10005
C -4.81622 -3.19053 1.38195
C -3.90367 -2.89009 2.39694
C -2.81397 -2.11425 2.06023
N -2.59614 -1.67806 0.81908
C -1.76362 -1.53209 2.91311
N -1.00365 -0.60438 2.36387
C 0.12220 -0.35371 3.29332
C -0.33700 -1.10313 4.57455
O -1.50912 -1.88601 4.10632
C 1.38795 -0.88743 2.65668
C 2.62047 -0.57863 3.21864
C 3.78959 -1.12537 2.69987
C 3.74051 -1.98197 1.60203
C 2.52340 -2.27651 1.01321
C 1.35249 -1.72603 1.53656
H -3.58910 0.48744 -3.67902
H -2.55602 -0.86361 -4.21103
H -1.71233 1.33953 -2.46130
H -0.49991 -1.99712 -1.34763
H 1.72942 -2.84383 -1.79736
H 3.06715 -1.90642 -3.63876
H 2.20701 0.02910 -4.92185
H 0.02769 1.03109 -4.36617
H -5.37543 -2.82444 -0.68263
H -5.68253 -3.80457 1.59774
H -4.05319 -3.23517 3.41276
H 0.20915 0.71363 3.48789
H -0.68474 -0.45553 5.37384
H 0.38738 -1.81674 4.95579
H 2.66823 0.07066 4.08676
H 4.74080 -0.89861 3.16516
H 4.64805 -2.43398 1.22313
H 2.48455 -2.97479 0.18962
H 0.41229 -2.14192 1.14481
C 2.69852 1.24847 -0.37058
S 1.40988 1.96021 0.62487
O 0.18953 0.90377 0.25656
C 1.02721 3.45278 -0.14898
C 0.86928 3.57103 -1.53642
C 0.66185 4.82992 -2.05306
C 0.63101 5.94351 -1.20291
C 0.79257 5.80669 0.16920
C 0.97935 4.54816 0.71873
H 2.38740 1.21672 -1.41369
H 2.93217 0.26014 0.02386
H 3.55198 1.92014 -0.24440
H 0.92264 2.70615 -2.18696
H 0.54047 4.96347 -3.12009
H 0.48112 6.92924 -1.62525
H 0.77129 6.67516 0.81392
H 1.10494 4.43000 1.78878

No. 4
59
Properties=species:S:1:pos:R:3 method="wB97M-V/def2-TZVPD" de_lowest_ev=0.000 smiles="CC(C)CN(C(=O)COC(=O)C1c2ccccc2Oc2ccccc21)[C@@H]1CCS(=O)(=O)C1" spin_multiplicity=1 homo_lumo_gap_ev=9.05 total_charge=0 e_lumo_ev=0.508
C 1.00098 3.68414 -1.75482
H 1.46548 4.65021 -1.93707
H 1.50170 2.94349 -2.37455
C 1.10950 3.31911 -0.27723
C 0.32206 4.30584 0.58129
H -0.73668 4.26218 0.33587
H 0.67298 5.32011 0.40993
H 0.43644 4.07622 1.63787
H 2.16469 3.37771 0.01010
C 0.58943 1.89774 -0.00021
N 1.34055 0.85911 -0.68831
C 0.86364 0.15869 -1.73832
O 1.47741 -0.72248 -2.30657
C -0.55407 0.49793 -2.22763
H -0.67921 1.55613 -2.46872
H -0.75238 -0.10136 -3.12213
O -1.46165 0.12188 -1.19669
C -2.54671 -0.59215 -1.52250
O -2.93280 -0.77876 -2.64147
C -3.14553 -1.21585 -0.26184
C -2.91683 -0.33706 0.93235
C -3.83089 0.63166 1.31610
C -3.55127 1.49355 2.36186
C -2.34572 1.39043 3.03635
C -1.43141 0.41790 2.68013
C -1.71472 -0.44802 1.62935
O -0.77093 -1.38748 1.32731
C -1.15417 -2.47295 0.57764
C -2.34240 -2.49145 -0.14841
C -2.69245 -3.63766 -0.84576
C -1.86539 -4.74605 -0.83051
C -0.66744 -4.70460 -0.13476
C -0.30823 -3.57613 0.57803
H 0.62659 -3.53059 1.11590
H -0.00457 -5.55559 -0.14203
H -2.14604 -5.63235 -1.37825
H -3.60894 -3.64443 -1.41651
H -0.49650 0.30538 3.20698
H -2.12003 2.06388 3.84911
H -4.26940 2.24720 2.64575
H -4.76459 0.71354 0.77885
H -4.20400 -1.41982 -0.43928
C 2.59419 0.52273 0.00046
C 2.33012 -0.43858 1.16112
H 2.50902 0.00196 2.13647
H 1.33616 -0.87347 1.11944
S 3.51308 -1.81091 0.95028
O 2.88617 -3.06895 1.25313
O 4.72096 -1.49497 1.66463
C 3.77006 -1.54880 -0.81956
C 3.72821 -0.03882 -0.88841
H 3.61046 0.31087 -1.91245
H 4.67052 0.34358 -0.49089
H 2.94883 -2.01183 -1.35637
H 4.72526 -1.96263 -1.12059
H 2.95541 1.47611 0.39696
H -0.46180 1.84208 -0.26901
H 0.64889 1.70064 1.07438
H -0.04201 3.75180 -2.05678

No. 5
80
Properties=species:S:1:pos:R:3 method="wB97M-V/def2-TZVPD" spin_multiplicity=1 homo_lumo_gap_ev="1.64 / 4.34" total_charge=-2 e_lumo_ev="4.023 / 4.010"
Mg 0.02246 0.04517 0.32857
N 2.22510 -3.61052 2.48266
N 2.27811 1.76918 0.57968
C -2.43133 0.35228 0.56664
C -1.89011 0.18304 1.88015
C -1.72478 -1.21601 2.09424
C -1.15120 -1.82241 3.26398
H -0.90722 -1.15106 4.07944
H 0.18731 -2.23961 2.97173
H -1.53994 -2.79769 3.55426
C -2.14437 -1.90971 0.92452
C -2.09534 -3.38076 0.72558
H -3.10551 -3.80589 0.83068
H -1.46025 -3.88340 1.47085
H -1.73293 -3.66327 -0.27643
C -2.60206 -0.94990 -0.00872
C -3.14770 -1.26026 -1.34587
H -2.39168 -1.74538 -1.99063
H -3.49688 -0.35107 -1.85232
H -4.00327 -1.94895 -1.25378
C -1.66838 1.26282 2.88065
H -2.59601 1.47848 3.44512
H -1.36283 2.21126 2.40700
H -0.89145 0.99356 3.61131
C -2.87563 1.64577 -0.01264
H -2.78620 1.65011 -1.10884
H -2.27429 2.48395 0.36991
H -3.92910 1.87329 0.23565
C 3.04372 -4.43374 1.87317
H 2.95468 -5.47444 2.18074
C 3.99724 -4.01859 0.92551
H 4.70236 -4.74914 0.53372
C 4.02496 -2.64743 0.55795
H 4.84067 -2.27190 -0.07934
C 2.98186 -1.81690 0.96076
H 2.81875 -0.75669 0.64320
C 1.97232 -2.41730 1.85467
C 0.97364 -1.80707 2.49212
H 1.31455 -0.77266 2.71762
C 1.12261 2.08421 -0.01033
C 2.76220 2.69315 1.39421
H 3.43626 2.46960 2.22476
C 2.24782 3.87804 0.80215
H 2.65607 4.84831 0.90002
N 1.22874 3.47930 -0.09105
C 0.17948 4.20991 -0.63739
C -0.42466 5.17598 0.16804
C -1.49980 5.88793 -0.38859
H -1.95001 6.71017 0.17922
C -2.00177 5.55357 -1.64937
C -3.04459 6.41515 -2.28707
H -3.70277 5.81815 -2.92491
H -2.58094 7.19107 -2.91237
H -3.64054 6.91449 -1.51802
C -1.49733 4.44005 -2.33552
H -1.93871 4.14184 -3.29372
C -0.41145 3.72409 -1.81683
C 0.06713 2.48301 -2.50213
H 1.12175 2.26502 -2.30541
H -0.05516 2.59097 -3.58962
H -0.51653 1.58703 -2.22210
C -0.05169 5.36014 1.60495
H 1.02234 5.49410 1.77151
H -0.37254 4.50913 2.23333
H -0.55471 6.25617 1.98821
S 0.22193 -1.36720 -1.75771
C 0.98424 -2.93581 -1.74079
N 0.90080 -3.82927 -0.72895
C 1.22138 -5.24201 -0.93670
C 2.47521 -5.33758 -1.77791
C 2.22299 -4.63550 -3.09358
N 1.63532 -3.31664 -2.84882
H 0.49287 -3.52256 0.15391
H 0.38593 -5.72228 -1.46877
H 1.32972 -5.72325 0.03832
H 2.73925 -6.38611 -1.93840
H 3.31743 -4.88097 -1.24285
H 1.52557 -5.22357 -3.70975
H 3.14497 -4.49189 -3.66612
H 1.67186 -2.61309 -3.57738

No. 6
28
Properties=species:S:1:pos:R:3 method="wB97M-V/def2-TZVPD" de_lowest_ev=0.782 spin_multiplicity=3 homo_lumo_gap_ev="6.33 / 6.85" total_charge=+1 e_lumo_ev="-2.937 / -7.106"
C 1.32436 -1.94923 -0.01096
C -0.05450 -2.02180 -0.70943
C 2.16137 -0.74114 -0.42917
C -1.11948 -1.34148 -0.05355
C 1.66588 0.60863 0.10027
C 2.32133 1.74318 -0.68061
C 1.95758 0.76720 1.58872
N -2.13078 -0.98424 0.39364
N -4.37969 1.44564 -0.57488
N -3.11991 -0.35743 0.87447
H 1.19849 -1.96909 1.07022
H 1.86915 -2.85184 -0.29219
H 0.02987 -1.58395 -1.71029
H -0.35110 -3.06783 -0.83718
H 3.18275 -0.89608 -0.07670
H 2.20204 -0.70131 -1.52023
H 0.57688 0.66566 -0.05277
H 2.14644 1.63357 -1.74831
H 3.39466 1.74381 -0.50781
H 1.91932 2.70237 -0.36398
H 3.03134 0.83095 1.74844
H 1.57706 -0.07124 2.16869
H 1.50236 1.67710 1.97159
H -4.24427 1.34811 -1.57549
H -5.37777 1.39008 -0.39919
H -3.58202 -0.78875 1.66262
H -3.63764 0.39471 0.27844
H -4.06373 2.37441 -0.31438